No. 1
Molecular formula: C2BrF3N2
Method: DFT, ωB97M-V/def2-TZVPD

Calculated values
- ΔE to the lowest compared entry with this formula, charge and spin: 407.5 kJ/mol

Atoms and positions in Å:
C: 0.242 -0.679 -2.280
C: -1.174 -0.483 0.092
N: 1.347 -0.333 -2.161
N: -0.422 0.536 0.124
F: -2.441 -0.373 -0.236
F: -0.866 -1.732 0.387
F: 0.883 0.247 0.671
Br: 2.933 0.475 -1.930

=====

No. 2
Molecular formula: C16H10Cl6Y
Method: DFT, ωB97M-V/def2-TZVPD

Calculated values
- Net charge: -1

Atoms and positions in Å:
C: -2.015 -1.373 -1.067
C: -1.387 -1.565 -2.336
C: -1.160 -0.271 -2.904
H: -1.096 -2.524 -2.762
C: -1.616 0.725 -1.964
C: -2.155 0.033 -0.838
H: -2.505 0.489 0.080
H: -2.254 -2.155 -0.355
H: -0.682 -0.067 -3.859
H: -1.508 1.803 -2.064
Y: 0.233 -0.435 -0.858
Cl: 0.436 -2.422 0.558
C: 2.642 -0.311 -0.703
C: 2.247 0.928 -1.311
C: 1.750 0.644 -2.622
H: 2.235 1.898 -0.820
C: 1.840 -0.769 -2.831
C: 2.391 -1.363 -1.650
H: 2.507 -2.429 -1.465
H: 2.937 -0.449 0.333
H: 1.322 1.374 -3.304
H: 1.497 -1.315 -3.708
Cl: -2.210 -1.612 1.996
C: -1.186 -0.270 2.438
C: -0.232 0.364 1.656
C: 0.492 1.393 2.214
Cl: 1.739 2.322 1.410
C: 0.292 1.853 3.567
Cl: 1.161 3.125 4.260
C: -0.698 1.200 4.368
Cl: -0.970 1.693 5.950
C: -1.449 0.118 3.804
Cl: -2.601 -0.632 4.786

=====

No. 3
Molecular formula: C35H62F4InN6OSSi2
Method: DFT, ωB97M-V/def2-TZVPD

Calculated values
- Net charge: +1
- ΔE to the lowest compared entry with this formula, charge and spin: 0.0 kJ/mol

Atoms and positions in Å:
In: 0.512 0.795 -0.545
C: 3.778 -0.249 1.143
C: 2.525 -0.422 1.992
N: 1.546 -1.273 1.317
C: 1.790 -2.726 1.391
C: 2.943 -3.310 0.561
S: 3.032 -2.908 -1.219
C: 4.606 -2.001 -1.319
C: 4.443 -0.465 -1.195
N: 3.388 -0.085 -0.256
H: 4.320 0.636 1.481
H: 4.446 -1.105 1.274
H: 2.789 -0.787 2.990
H: 2.049 0.548 2.103
H: 0.647 -1.123 1.760
H: 1.988 -3.015 2.430
H: 0.866 -3.222 1.099
H: 3.909 -3.055 0.991
H: 2.849 -4.393 0.614
H: 5.267 -2.410 -0.556
H: 5.031 -2.252 -2.290
H: 5.387 -0.017 -0.882
H: 4.203 -0.057 -2.176
H: 2.646 -0.763 -0.413
C: 1.657 5.022 -2.289
C: 2.161 3.825 -3.074
N: 1.243 2.672 -3.043
C: -0.075 3.024 -3.627
C: -1.145 3.472 -2.635
C: 1.834 1.558 -3.807
C: 1.583 0.195 -3.151
N: 0.295 0.102 -2.451
C: -0.894 -0.078 -3.110
C: -2.101 0.124 -2.438
F: -2.034 0.690 -1.208
C: -3.336 -0.170 -2.958
F: -4.413 0.026 -2.190
C: -3.470 -0.645 -4.245
C: -2.303 -0.782 -4.966
F: -2.353 -1.203 -6.230
C: -1.059 -0.495 -4.435
F: 0.014 -0.657 -5.235
H: 1.306 4.711 -1.305
H: 2.463 5.746 -2.157
H: 0.843 5.533 -2.806
H: 3.113 3.489 -2.664
H: 2.340 4.135 -4.113
H: -0.460 2.144 -4.136
H: 0.068 3.795 -4.395
H: -1.173 2.808 -1.769
H: -2.126 3.419 -3.111
H: -1.003 4.490 -2.277
H: 2.913 1.700 -3.882
H: 1.442 1.551 -4.829
H: 2.347 0.038 -2.389
H: 1.704 -0.591 -3.893
H: -4.435 -0.874 -4.674
C: -0.277 0.859 3.548
Si: -0.859 2.112 2.304
C: -2.501 1.572 1.631
C: -1.103 3.784 3.078
C: 0.410 2.406 0.920
Si: 2.013 3.326 1.406
C: 3.423 3.168 0.195
C: 2.615 2.869 3.111
C: 1.493 5.114 1.507
H: -0.762 1.044 4.512
H: 0.802 0.889 3.715
H: -0.554 -0.162 3.250
H: -3.268 1.641 2.410
H: -2.484 0.539 1.289
H: -2.821 2.197 0.794
H: -2.019 3.784 3.678
H: -1.204 4.560 2.314
H: -0.274 4.060 3.738
H: -0.087 3.056 0.177
H: 3.346 2.280 -0.431
H: 4.374 3.110 0.737
H: 3.474 4.046 -0.454
H: 3.061 1.876 3.182
H: 1.813 2.935 3.854
H: 3.387 3.591 3.400
H: 0.846 5.420 0.681
H: 2.383 5.755 1.488
H: 0.960 5.317 2.441
C: -5.347 -2.929 3.907
C: -4.380 -4.095 3.751
N: -3.744 -4.100 2.425
C: -4.505 -4.713 1.335
C: -4.422 -6.234 1.335
C: -2.562 -3.457 2.292
O: -1.983 -2.914 3.229
C: -1.915 -3.326 0.931
C: -1.631 -4.344 0.034
C: -0.896 -4.049 -1.107
C: -0.425 -2.760 -1.293
N: -0.665 -1.778 -0.419
C: -1.413 -2.066 0.646
H: -5.799 -2.943 4.901
H: -6.151 -2.968 3.169
H: -4.814 -1.983 3.787
H: -4.892 -5.048 3.884
H: -3.590 -4.020 4.489
H: -4.159 -4.312 0.387
H: -5.546 -4.406 1.447
H: -3.389 -6.576 1.233
H: -5.006 -6.644 0.509
H: -4.817 -6.651 2.263
H: -1.944 -5.363 0.228
H: -0.666 -4.817 -1.835
H: 0.178 -2.499 -2.154
H: -1.604 -1.266 1.352

=====

| no. | frontier orbital gap (eV) |
| --- | --- |
| 1 | 10.68 |
| 2 | 7.88 |
| 3 | 8.20 |